[1]
Below is a structure of composition C37H40N6O2SSeW, with properties calculated with ωB97M-V/def2-TZVPD.

The calculation puts the relative energy (zero: lowest compared OMol25 entry of this formula, charge and spin) at 0.0 kcal/mol. As for the spin multiplicity: 1. The HOMO-LUMO gap (spin up / spin down) is 5.67 / 5.66 eV. As for the net charge: +2.

Each line ends with the Löwdin charge.
Element x y z (Å)
W (-0.207, 0.294, -0.253)  1.7028
C (-0.266, 3.471, 2.413)  -0.1776
C (-1.159, 4.067, 1.323)  -0.1491
C (-1.376, 3.184, 0.082)  -0.1930
N (-1.491, 1.745, 0.412)  -0.1223
C (-2.487, 1.456, 1.310)  -0.2217
C (-3.580, 2.294, 1.481)  0.0346
C (-4.631, 2.256, 2.401)  -0.0158
C (-4.807, 1.423, 3.477)  -0.0288
C (-4.014, 0.318, 3.803)  -0.0196
C (-2.992, -0.250, 3.088)  0.0300
C (-2.360, 0.160, 1.886)  -0.2127
N (-1.485, -0.600, 1.231)  -0.1507
C (-1.746, -2.057, 1.259)  -0.2109
C (-0.543, -2.968, 1.355)  -0.1339
C (0.465, -2.612, 0.279)  -0.2174
N (0.919, -1.244, 0.539)  -0.1549
C (1.809, -1.049, 1.530)  -0.2014
C (2.408, -2.117, 2.212)  0.0291
C (3.357, -2.131, 3.220)  -0.0178
C (4.063, -1.084, 3.784)  -0.0366
C (3.968, 0.247, 3.423)  -0.0165
C (3.103, 0.864, 2.532)  0.0289
C (2.066, 0.344, 1.750)  -0.2145
N (1.265, 1.127, 0.994)  -0.1005
C (1.616, 2.562, 0.900)  -0.1927
C (1.221, 3.446, 2.082)  -0.1574
H (-0.594, 2.455, 2.656)  0.1020
H (-0.406, 4.047, 3.328)  0.1236
H (-0.738, 5.012, 0.968)  0.1304
H (-2.120, 4.323, 1.771)  0.1037
H (-0.576, 3.298, -0.626)  0.0783
H (-2.267, 3.498, -0.464)  0.1173
H (-3.639, 3.110, 0.777)  0.1152
H (-5.375, 3.033, 2.271)  0.1266
H (-5.638, 1.642, 4.135)  0.1240
H (-4.263, -0.191, 4.727)  0.1260
H (-2.567, -1.138, 3.537)  0.1205
H (-2.276, -2.272, 0.324)  0.0784
H (-2.447, -2.285, 2.056)  0.1118
H (-0.877, -4.001, 1.240)  0.1377
H (-0.090, -2.878, 2.345)  0.1161
H (-0.009, -2.625, -0.695)  0.0434
H (1.309, -3.300, 0.211)  0.1323
H (2.074, -3.102, 1.926)  0.1045
H (3.595, -3.118, 3.599)  0.1258
H (4.780, -1.333, 4.555)  0.1225
H (4.657, 0.921, 3.920)  0.1265
H (3.245, 1.930, 2.464)  0.0976
H (1.168, 2.956, 0.002)  0.0864
H (2.693, 2.630, 0.717)  0.1278
H (1.553, 4.455, 1.819)  0.1326
H (1.772, 3.168, 2.982)  0.1057
N (-1.675, 2.530, -3.221)  0.0257
C (-0.286, 2.751, -3.573)  -0.1587
C (0.749, 2.180, -2.638)  -0.5012
O (1.918, 2.215, -2.854)  0.1608
O (0.291, 1.635, -1.459)  -0.3632
H (-2.081, 1.781, -3.766)  0.0668
H (-2.219, 3.360, -3.410)  0.0847
H (-0.063, 3.820, -3.603)  0.1431
H (0.007, 2.365, -4.554)  0.1384
Se (-1.922, -0.736, -1.666)  0.8999
C (-2.275, -2.323, -2.635)  -0.5770
C (-1.487, -3.472, -2.602)  -0.1262
C (-1.898, -4.589, -3.320)  -0.0533
C (-3.067, -4.552, -4.064)  -0.0555
C (-3.847, -3.406, -4.080)  -0.0540
C (-3.465, -2.283, -3.358)  -0.1259
H (-0.580, -3.523, -2.019)  0.0768
H (-1.297, -5.489, -3.297)  0.1170
H (-3.376, -5.423, -4.625)  0.1174
H (-4.765, -3.383, -4.651)  0.1184
H (-4.083, -1.397, -3.358)  0.0993
S (2.106, -2.352, -3.883)  1.1448
C (0.940, -1.411, -3.068)  -0.4861
N (1.344, -0.710, -2.055)  -0.0442
C (2.738, -0.835, -1.917)  -0.2901
C (3.557, -0.095, -1.063)  -0.0190
C (4.910, -0.344, -1.065)  -0.0454
C (5.471, -1.307, -1.919)  -0.0547
C (4.686, -1.998, -2.813)  -0.0617
C (3.314, -1.736, -2.810)  -0.4482
H (-0.082, -1.412, -3.403)  0.0359
H (3.138, 0.701, -0.470)  0.0887
H (5.560, 0.233, -0.421)  0.1133
H (6.538, -1.480, -1.902)  0.1171
H (5.121, -2.698, -3.514)  0.1200

Cartesian forces, eV/Å:
W 0.7 0.3 0.4
C 0.0 0.0 -0.1
C 0.0 0.0 0.0
C -0.2 0.0 0.1
N 0.2 -0.2 -0.4
C -0.1 0.3 0.0
C 0.1 -0.1 0.0
C 0.0 0.0 0.0
C 0.0 0.0 0.0
C 0.0 0.0 0.0
C 0.0 0.0 -0.1
C 0.0 -0.2 0.2
N 0.1 -0.1 0.1
C -0.2 0.1 0.1
C 0.1 0.0 0.1
C 0.1 0.1 0.0
N -0.1 -0.2 0.0
C 0.0 -0.2 0.0
C 0.0 0.0 0.1
C 0.0 0.0 0.0
C 0.0 0.0 0.0
C 0.0 0.0 0.0
C -0.1 0.0 0.0
C 0.1 0.2 0.0
N 0.0 -0.1 -0.1
C 0.0 -0.1 0.0
C 0.0 0.0 0.0
H 0.0 0.0 0.0
H 0.0 0.1 0.0
H 0.0 0.0 0.0
H 0.0 0.0 0.0
H 0.0 0.1 0.0
H 0.0 0.0 0.0
H 0.0 0.0 0.0
H 0.0 0.0 0.0
H 0.0 0.0 0.0
H 0.0 0.0 0.0
H 0.0 0.0 0.0
H 0.0 0.0 0.0
H 0.0 0.0 0.0
H -0.1 0.0 0.0
H 0.0 -0.1 0.0
H 0.1 0.1 0.2
H 0.0 0.0 0.1
H 0.0 0.0 0.0
H 0.0 0.0 0.0
H 0.0 0.0 0.0
H 0.0 0.0 0.0
H 0.0 0.0 0.0
H 0.0 0.0 -0.1
H 0.0 0.0 0.0
H 0.0 0.0 0.1
H 0.0 0.0 0.0
N 0.0 0.0 0.1
C -0.1 0.1 -0.2
C 0.3 -0.3 0.5
O 0.0 0.0 0.0
O -0.4 0.4 -0.4
H 0.0 0.0 0.1
H 0.0 0.0 0.0
H 0.0 0.0 0.0
H -0.1 0.1 -0.1
Se -0.7 0.4 -0.1
C 0.2 -0.5 -0.2
C -0.3 0.0 -0.1
C 0.1 0.1 0.0
C 0.0 -0.1 0.0
C 0.0 0.1 0.0
C 0.1 -0.3 -0.1
H 0.0 -0.1 -0.2
H 0.0 0.0 0.0
H 0.0 0.0 0.0
H 0.0 0.0 0.0
H 0.0 0.0 0.0
S 0.0 0.0 -0.1
C 0.0 0.0 -0.1
N 0.2 0.0 0.2
C -0.2 0.1 0.1
C 0.0 0.0 0.0
C 0.0 0.0 0.0
C 0.0 0.0 0.0
C -0.1 0.1 0.0
C 0.2 -0.1 0.0
H -0.1 -0.1 0.0
H 0.0 0.0 0.0
H 0.0 0.0 0.0
H 0.0 0.0 0.0
H 0.0 0.0 0.0


[2]
Below is a structure of composition C37H41F2GeN3STa in a non-equilibrium geometry, with properties calculated with ωB97M-V/def2-TZVPD.

The calculation puts the relative energy (zero: lowest compared OMol25 entry of this formula, charge and spin) at 0.0 kcal/mol. As for the spin multiplicity: 2. The HOMO-LUMO gap (spin up / spin down) is 6.78 / 5.17 eV. As for the net charge: +2.

Each line ends with the Löwdin spin population.
Element x y z (Å)
Ta (-1.090, 1.293, -0.421)  0.1238
C (-4.215, -0.280, 0.670)  0.0016
C (-3.706, -1.510, 1.432)  0.0108
C (-4.911, -2.426, 1.706)  0.0018
C (-2.604, -2.300, 0.738)  0.1001
C (-2.298, -3.578, 1.119)  0.0186
C (-1.384, -4.362, 0.388)  0.1987
C (-0.864, -3.928, -0.824)  -0.0016
C (-1.126, -2.655, -1.287)  0.1411
C (-0.712, -2.280, -2.692)  0.0191
C (-1.108, -0.893, -3.189)  0.0022
C (-1.290, -3.320, -3.674)  0.0059
C (-1.789, -1.766, -0.343)  0.1728
N (-1.491, -0.475, -0.367)  0.1653
H (-5.229, -0.052, 0.997)  -0.0001
H (-4.261, -0.459, -0.406)  0.0004
H (-3.623, 0.617, 0.849)  0.0006
H (-3.308, -1.184, 2.400)  0.0046
H (-5.392, -2.709, 0.768)  0.0000
H (-5.641, -1.888, 2.308)  -0.0001
H (-4.657, -3.339, 2.240)  -0.0001
H (-2.781, -4.023, 1.978)  -0.0014
H (-1.152, -5.359, 0.738)  0.0096
H (-0.268, -4.604, -1.421)  -0.0026
H (0.379, -2.364, -2.721)  0.0076
H (-2.154, -0.662, -2.977)  0.0015
H (-0.980, -0.857, -4.271)  0.0000
H (-0.473, -0.115, -2.767)  0.0004
H (-2.372, -3.204, -3.764)  0.0001
H (-1.085, -4.347, -3.379)  -0.0003
H (-0.848, -3.163, -4.657)  0.0002
C (4.624, 2.473, 2.248)  0.0000
C (3.289, 2.344, 2.594)  0.0000
C (2.348, 2.010, 1.628)  0.0000
C (2.724, 1.799, 0.305)  -0.0004
C (4.076, 1.920, -0.026)  -0.0001
C (5.018, 2.257, 0.934)  0.0000
Ge (1.521, 1.259, -1.132)  -0.0003
C (2.111, -0.515, -1.682)  0.0014
C (2.234, -1.517, -0.719)  -0.0003
C (2.742, -2.764, -1.054)  -0.0001
C (3.129, -3.027, -2.363)  -0.0001
C (3.011, -2.038, -3.331)  0.0012
C (2.509, -0.787, -2.989)  0.0014
C (1.531, 2.530, -2.608)  -0.0014
C (2.263, 3.712, -2.494)  -0.0004
C (2.285, 4.633, -3.531)  -0.0001
C (1.569, 4.391, -4.695)  -0.0004
C (0.832, 3.222, -4.823)  0.0000
C (0.813, 2.300, -3.786)  -0.0004
H (5.359, 2.738, 2.997)  0.0000
H (2.981, 2.506, 3.621)  0.0000
H (1.311, 1.910, 1.922)  0.0001
H (4.408, 1.741, -1.044)  0.0000
H (6.060, 2.348, 0.658)  0.0000
H (1.951, -1.320, 0.312)  0.0000
H (2.855, -3.527, -0.294)  0.0000
H (3.536, -3.994, -2.626)  0.0000
H (3.324, -2.235, -4.348)  0.0000
H (2.441, -0.018, -3.752)  0.0000
H (2.824, 3.920, -1.590)  0.0000
H (2.863, 5.543, -3.431)  0.0000
H (1.589, 5.110, -5.503)  0.0000
H (0.281, 3.026, -5.734)  0.0000
H (0.247, 1.385, -3.920)  0.0000
C (-1.038, 2.155, 6.592)  0.0000
C (-0.843, 1.420, 5.314)  0.0000
C (-0.371, 0.135, 5.192)  0.0006
C (-0.238, -0.419, 3.919)  0.0002
N (-0.566, 0.267, 2.807)  0.0023
C (-1.012, 1.490, 2.941)  0.0013
S (-1.393, 2.537, 1.599)  0.0045
N (-1.147, 2.065, 4.163)  0.0005
C (0.280, -1.797, 3.711)  -0.0002
H (-0.747, 1.537, 7.436)  0.0000
H (-2.085, 2.439, 6.709)  0.0000
H (-0.436, 3.066, 6.600)  0.0000
H (-0.103, -0.427, 6.074)  0.0000
H (-1.488, 3.020, 4.206)  0.0000
H (0.554, -2.280, 4.644)  0.0000
H (1.146, -1.756, 3.049)  0.0000
H (-0.484, -2.389, 3.206)  -0.0002
F (-1.101, 3.507, -1.130)  -0.0015
C (-1.952, 2.621, -1.860)  0.0075
F (-3.157, 2.731, -1.198)  0.0030
H (-2.041, 2.938, -2.892)  0.0014

Cartesian forces, eV/Å:
Ta 0.9 0.3 -0.7
C -0.1 0.0 0.0
C 0.0 0.0 0.0
C 0.0 0.0 0.0
C 0.0 0.0 0.0
C -0.1 0.0 0.0
C 0.0 0.0 0.0
C 0.0 0.0 -0.1
C 0.0 0.0 0.1
C 0.0 0.0 0.0
C 0.0 0.0 0.0
C 0.0 0.0 0.0
C 0.2 0.2 -0.1
N -0.5 -0.5 0.0
H 0.0 0.0 0.0
H 0.0 0.0 0.0
H 0.0 0.0 0.0
H 0.0 0.0 0.0
H 0.0 0.0 0.0
H 0.0 0.0 0.0
H 0.0 0.0 0.0
H 0.0 0.0 0.0
H 0.0 0.0 0.0
H 0.0 0.0 0.0
H 0.0 0.0 0.0
H 0.0 0.0 0.0
H 0.0 0.0 0.0
H 0.0 0.0 0.0
H 0.0 0.0 0.0
H 0.0 0.0 0.0
H 0.0 0.0 0.0
C 0.0 0.0 0.0
C 0.0 0.0 0.0
C 0.0 0.0 0.0
C 0.1 0.1 0.0
C 0.0 0.0 0.0
C 0.0 0.0 0.0
Ge -0.1 -0.2 0.4
C 0.1 0.0 -0.1
C 0.0 0.0 0.0
C 0.0 0.0 0.0
C 0.0 0.0 0.0
C 0.0 0.0 0.0
C 0.0 0.0 0.0
C 0.0 0.0 -0.1
C -0.1 0.0 0.0
C 0.0 0.0 0.0
C 0.0 0.0 0.0
C 0.0 0.0 0.0
C 0.0 0.0 0.0
H 0.0 0.0 0.0
H 0.0 0.0 0.0
H 0.1 0.0 -0.1
H 0.0 0.0 0.0
H 0.0 0.0 0.0
H 0.0 0.0 0.0
H 0.0 0.0 0.0
H 0.0 0.0 0.0
H 0.0 0.0 0.0
H 0.0 0.0 0.0
H 0.0 0.0 0.0
H 0.0 0.0 0.0
H 0.0 0.0 0.0
H 0.0 0.0 0.0
H 0.0 0.0 0.0
C 0.0 0.0 0.0
C 0.0 0.0 0.0
C 0.0 0.0 0.0
C 0.0 -0.1 -0.1
N 0.0 0.0 0.0
C 0.0 0.1 0.0
S 0.0 0.2 0.7
N -0.1 0.0 0.0
C 0.0 0.0 0.0
H 0.0 0.0 0.0
H 0.0 0.0 0.0
H 0.0 0.0 0.0
H 0.0 0.0 0.0
H 0.0 0.0 0.0
H 0.0 0.0 0.0
H 0.0 0.0 0.0
H 0.0 0.0 0.0
F -0.1 0.0 -0.1
C -0.5 -0.2 0.1
F -0.1 0.1 -0.2
H 0.2 0.0 0.0


| no. | energy (hartree) |
| --- | --- |
| 1 | -4779.1620 |
| 2 | -4330.0726 |